one) ORCA calculation (the ωB97M-V functional and the def2-TZVPD basis) on an isolated molecule of C4H6N2O2.

Output
Molecular weight in g/mol: 114.1
Highest occupied orbital energy in Ha: -0.251
SMILES: NC(=C=O)/C=C(\N)O
E_LUMO in eV: 0.713

Last columns: bonded neighbours and bond lengths (Å).
Cartesian coordinates (Å):
1 C 1.204 -0.265 -0.204  N3 1.384, C5 1.362, O6 1.368
2 C -1.175 0.129 -0.005  N4 1.380, C5 1.430, C7 1.339
3 N 1.739 0.197 0.986  C1 1.384, H10 1.016, H11 1.018
4 N -2.457 -0.368 0.121  C2 1.380, H12 1.013, H13 1.016
5 C -0.073 -0.643 -0.491  C1 1.362, C2 1.430, H14 1.088
6 O 2.177 -0.671 -1.077  C1 1.368, H9 0.973
7 C -0.875 1.426 0.138  C2 1.339, O8 1.180
8 O -0.890 2.605 0.131  C7 1.180
9 H 2.893 -0.025 -0.950  O6 0.973
10 H 1.047 0.355 1.712  N3 1.016
11 H 2.458 -0.431 1.339  N3 1.018
12 H -2.601 -1.290 -0.274  N4 1.013
13 H -3.191 0.298 -0.102  N4 1.016
14 H -0.256 -1.316 -1.326  C5 1.088



two) ORCA calculation (the ωB97M-V functional and the def2-TZVPD basis) on an isolated molecule of C4H6N2O2.

Output
Molecular weight in g/mol: 114.1
Highest occupied orbital energy in Ha: -0.353
SMILES: O=CNN1C[C@@H]1C=O
E_LUMO in eV: -0.009

Last columns: bonded neighbours and bond lengths (Å).
Cartesian coordinates (Å):
1 C -2.426 0.033 -0.216  H5 1.138, N11 1.375, O13 1.189
2 C 0.822 -1.055 0.765  C3 1.487, H7 1.102, H8 1.078, N12 1.465
3 C 1.170 -0.345 -0.494  C2 1.487, C4 1.518, H9 1.120, N12 1.474
4 C 1.474 1.140 -0.428  C3 1.518, H10 1.110, O14 1.232
5 H -2.582 -0.942 -0.782  C1 1.138
6 H -0.774 0.991 0.546  N11 1.005
7 H 0.698 -0.383 1.630  C2 1.102
8 H 1.093 -2.086 0.925  C2 1.078
9 H 1.710 -0.923 -1.287  C3 1.120
10 H 2.307 1.518 -1.056  C4 1.110
11 N -1.111 0.119 0.178  C1 1.375, H6 1.005, N12 1.408
12 N -0.196 -0.853 -0.270  C2 1.465, C3 1.474, N11 1.408
13 O -3.201 0.891 0.060  C1 1.189
14 O 1.015 1.896 0.430  C4 1.232



three) ORCA calculation (the ωB97M-V functional and the def2-TZVPD basis) on an isolated molecule of C4H6N2O2.

Output
Molecular weight in g/mol: 114.1
Highest occupied orbital energy in Ha: -0.338
SMILES: [H]/N=C1/NOC2(CC2)O1
E_LUMO in eV: 0.939

Last columns: bonded neighbours and bond lengths (Å).
Cartesian coordinates (Å):
1 C 1.015 0.828 -1.118  N11 1.249, N12 1.409, O14 1.331
2 C -0.245 -0.463 0.209  C3 1.478, C4 1.457, O13 1.412, O14 1.403
3 C -1.083 0.089 1.294  C2 1.478, C4 1.505, H7 1.120, H8 1.107
4 C -1.414 -1.221 0.633  C2 1.457, C3 1.505, H9 1.071, H10 1.056
5 H 0.773 1.959 -2.599  N11 1.018
6 H 2.723 -0.145 -0.422  N12 1.028
7 H -0.738 0.023 2.357  C3 1.120
8 H -1.786 0.919 1.085  C3 1.107
9 H -1.207 -2.147 1.129  C4 1.071
10 H -2.236 -1.270 -0.029  C4 1.056
11 N 1.483 1.637 -1.946  C1 1.249, H5 1.018
12 N 1.832 0.265 -0.117  C1 1.409, H6 1.028, O13 1.433
13 O 1.097 -0.825 0.454  C2 1.412, N12 1.433
14 O -0.214 0.352 -0.933  C1 1.331, C2 1.403



four) ORCA calculation (the ωB97M-V functional and the def2-TZVPD basis) on an isolated molecule of C4H6N2O2.

Output
Molecular weight in g/mol: 114.1
Highest occupied orbital energy in Ha: -0.364
SMILES: O=CC/N=C\NC=O
E_LUMO in eV: -0.276

Last columns: bonded neighbours and bond lengths (Å).
Cartesian coordinates (Å):
1 C 1.917 -0.942 -0.540  C2 1.535, H5 1.007, O13 1.286
2 C 1.753 0.496 -0.028  C1 1.535, H6 1.136, H7 1.163, N11 1.532
3 C -0.571 1.030 -0.547  H8 1.094, N11 1.321, N12 1.537
4 C -2.356 -0.298 0.632  H10 1.088, N12 1.408, O14 1.278
5 H 2.533 -1.039 -1.331  C1 1.007
6 H 2.691 1.044 0.305  C2 1.136
7 H 1.088 0.387 0.919  C2 1.163
8 H -1.479 1.386 -1.043  C3 1.094
9 H -0.352 -0.656 0.610  N12 1.176
10 H -2.623 -1.081 1.339  C4 1.088
11 N 0.671 0.981 -0.997  C2 1.532, C3 1.321
12 N -1.070 0.272 0.694  C3 1.537, C4 1.408, H9 1.176
13 O 1.144 -1.868 -0.092  C1 1.286
14 O -3.347 0.289 0.078  C4 1.278



Which is most stable, and by how much? one), by 14.6 kJ/mol.